[1]
Here is C4H9FN2S in the gas phase in a non-equilibrium geometry from the OMol25 dataset. Energies are from wB97M-V/def2-TZVPD.

```
17
Properties=species:S:1:pos:R:3:forces:R:3
N 1.731461 1.059221 0.959733 -1.22 -1.19 0.47
C 1.094401 0.070974 0.088259 1.30 0.87 -0.75
C 0.111649 0.451674 -1.016479 -0.24 0.04 0.14
S -0.591384 2.093200 -1.011440 -0.25 -0.21 -0.41
C -0.311320 -0.457501 0.152697 1.63 0.90 -0.20
N -1.149623 0.016457 1.189841 -0.76 0.09 0.05
C -0.577605 -1.866210 -0.213231 -0.83 -1.36 1.79
F 0.210870 -2.361004 -1.193402 0.99 -0.10 -1.15
H 2.517383 1.494340 0.518529 0.14 0.20 -0.24
H 1.106199 1.740825 1.362119 -0.02 0.15 -0.22
H 1.892332 -0.588429 -0.260026 -0.54 -0.21 0.02
H 0.264717 0.025250 -2.012710 -0.12 -0.01 0.51
H -1.798085 1.666376 -1.472701 0.35 0.36 0.14
H -1.813591 0.704757 0.847947 0.04 -0.10 0.11
H -0.630139 0.443188 1.938247 0.11 -0.02 0.18
H -1.606265 -1.946819 -0.540379 -0.44 -0.01 -0.09
H -0.451000 -2.546300 0.662995 -0.13 0.59 -0.37
```
Forces are in eV/Å.

Strongest force on any atom (hartree/bohr): 0.047
Charge: 0
Molar mass (g mol⁻¹): 136.19
Highest occupied orbital energy (eV): -8.947
Calculated total energy (eV): -20825.691
HOMO-LUMO gap (eV): 9.6
ΔE to the lowest compared entry with this formula, charge and spin (eV): 1.429

These are the Mulliken partial charges, in e, on atoms 1 to 4: atom 1 (N): -0.6007, atom 2 (C): -0.2314, atom 3 (C): -0.4062, atom 4 (S): -0.2673

[2]
Here is 8 unconnected molecules or ions with the total composition C14H42BF4O11 in a non-equilibrium geometry from the OMol25 dataset. Energies are from wB97M-V/def2-TZVPD.

```
72
Properties=species:S:1:pos:R:3:forces:R:3
B -0.024793 -0.318946 0.562917 -2.74 0.56 0.45
F -0.153901 0.178607 1.861708 0.07 1.14 0.85
F -0.284971 -1.670778 0.757736 1.26 -0.98 -0.63
F -1.025363 0.139082 -0.299038 0.96 0.31 -0.03
F 1.239933 0.151321 0.160448 0.61 -0.63 -0.65
O 3.423367 1.180721 1.112999 0.04 0.92 0.13
H 2.718004 0.550858 0.964804 -0.51 -0.72 -0.37
H 3.986193 0.761921 1.764204 0.23 0.02 0.28
C 1.080848 4.977830 1.976847 -1.44 1.42 -0.19
C 1.441197 3.508849 2.466529 0.89 0.64 -0.40
O 1.108118 2.714576 1.419841 -2.12 -0.03 -0.49
O -0.323656 5.190295 1.739117 1.74 -1.01 0.86
H 1.701092 5.308331 1.143685 -0.12 -0.79 -0.61
H 1.420251 5.691013 2.728021 0.07 -0.52 0.99
H 0.915070 3.170023 3.359000 -0.51 0.40 0.12
H 2.521191 3.376314 2.530961 0.09 0.71 0.92
H 1.933534 2.329603 1.116381 1.42 -1.24 -0.94
H -0.445996 6.049591 1.328934 0.06 0.00 -0.32
C -0.360230 -3.134416 4.079998 -0.31 1.64 -0.63
C 1.074913 -2.841134 3.599535 -0.79 0.43 -0.76
O 1.371418 -1.451049 3.471781 0.85 0.12 1.22
O -1.312565 -3.252221 3.042181 -0.20 -1.62 -0.86
H -0.811514 -2.243280 4.516259 1.09 0.12 1.56
H -0.381342 -4.001965 4.739545 -0.28 -0.03 -0.21
H 1.207578 -3.238931 2.593421 -0.08 -0.74 0.10
H 1.777143 -3.306402 4.291260 0.23 0.34 -0.04
H 0.941459 -0.997829 2.742866 -0.60 -0.42 -0.11
H -1.352878 -2.427176 2.553016 0.05 0.21 -0.08
C -4.392406 -0.584332 1.769404 -0.85 0.52 -1.17
C -4.247344 -0.548230 0.236978 0.37 -0.45 -0.28
O -3.836120 0.718858 -0.298764 -0.59 -0.35 0.76
O -3.263297 -0.292563 2.550167 0.36 -0.23 -0.15
H -4.834772 -1.540381 2.049379 0.18 -0.41 -0.21
H -5.168783 0.145688 1.998368 -0.21 0.33 -0.02
H -5.206460 -0.886731 -0.154962 -0.72 0.59 0.18
H -3.651162 -1.341836 -0.213411 0.95 -0.07 0.63
H -4.105635 0.746984 -1.219731 0.04 -0.04 -0.01
H -3.596377 -0.419574 3.441522 0.43 0.09 0.28
C -1.577902 5.625833 -1.888681 -0.43 -1.68 1.72
C -1.141599 4.117217 -2.115567 -0.72 2.58 -1.16
O -0.752347 3.448634 -0.992184 0.97 0.05 1.70
O -2.652000 5.734986 -0.926598 0.26 -0.01 -0.82
H -1.780202 6.101667 -2.848238 -0.32 -0.16 -0.10
H -0.749225 6.158721 -1.422372 0.57 -0.15 -0.30
H -0.320008 4.395123 -2.775757 0.48 -0.91 -0.57
H -1.872038 3.469107 -2.599827 -0.36 0.62 -0.59
H -0.314544 2.643723 -1.278642 -0.10 -0.43 0.21
H -2.541461 6.588832 -0.501929 -0.29 0.03 0.02
C 0.276853 -3.494833 -2.521679 0.02 -0.10 -0.66
C -1.154112 -3.277821 -2.048649 0.45 0.08 -0.35
C -2.226561 -3.887537 -2.858730 -0.58 -0.53 -0.97
O -1.334914 -3.741525 -0.744137 0.01 0.63 0.60
H 0.581234 -4.537173 -2.616491 -0.12 -0.17 0.37
H 0.972894 -2.936706 -1.895495 -0.06 -0.23 0.11
H 0.391774 -3.075752 -3.521312 -0.01 0.17 -0.15
H -1.289194 -2.204189 -2.179627 -0.16 0.49 0.69
H -3.227358 -3.529123 -2.617840 0.12 0.49 0.16
H -2.319538 -4.954997 -2.658766 0.46 -0.23 -0.48
H -1.999383 -3.613403 -3.888949 -0.37 -0.58 -0.35
H -1.052948 -2.979398 -0.233003 0.10 -0.23 0.94
C 3.962575 -2.262940 -1.246540 1.42 1.05 0.42
C 3.701277 -1.052838 -2.162908 0.94 -1.71 -2.29
C 4.034969 -1.360506 -3.673935 0.73 -0.06 0.91
O 2.360870 -0.862978 -2.115188 -2.56 1.05 -0.38
H 5.036627 -2.371725 -1.095964 0.14 -0.21 0.14
H 3.553446 -3.244173 -1.487152 -0.26 0.38 -0.59
H 3.539110 -1.949784 -0.292228 0.04 -0.28 0.35
H 4.242311 -0.141581 -1.907982 0.39 -0.06 0.62
H 4.040183 -0.565218 -4.419329 -0.83 0.58 0.48
H 3.373176 -2.157609 -4.012704 0.24 -0.11 -0.04
H 5.091617 -1.621352 -3.733432 0.05 -0.77 0.15
H 2.064669 -0.853374 -1.202074 -0.17 0.20 0.02
```
Forces are in eV/Å.

Strongest force on any atom (hartree/bohr): 0.058
Charge: 0
Molar mass (g mol⁻¹): 473.28
2S+1: 2
Highest occupied orbital energy (alpha / beta) (eV): -8.852 / -8.851
Expectation value of S²: 0.755
Calculated total energy (eV): -49265.862
HOMO-LUMO gap (alpha / beta) (eV): 8.4 / 2.8

These are the Mulliken partial charges, in e, on atoms 1 to 4: atom 1 (B): 0.4611, atom 2 (F): -0.4654, atom 3 (F): -0.2741, atom 4 (F): -0.2374

[3]
Here is 2 unconnected molecules or ions with the total composition CH6N3S2 in a non-equilibrium geometry from the OMol25 dataset. Energies are from wB97M-V/def2-TZVPD.

```
12
Properties=species:S:1:pos:R:3:forces:R:3
C -0.732648 -0.064421 -0.253469 1.35 4.46 -0.14
N 1.354478 1.345921 1.382447 2.22 2.01 0.00
N -1.241079 -1.188423 -0.564275 -1.22 -3.26 -2.22
N -1.327987 -1.843746 -1.736673 -0.50 1.54 4.12
S -0.875791 1.593336 -0.599030 -0.13 -2.32 0.07
S 0.344503 -1.135723 0.601968 -0.26 -0.49 -0.09
H 1.748632 2.212199 1.886031 -0.17 -1.24 -1.89
H 1.958026 0.823767 0.686415 0.40 0.26 2.12
H 0.668865 1.552186 0.612833 -1.44 1.09 0.57
H -1.963160 -2.562964 -1.630233 -1.20 -1.79 -0.41
H -0.907521 -1.601660 -2.565288 1.33 1.03 -2.00
H 0.973684 0.869527 2.179273 -0.38 -1.30 -0.13
```
Forces are in eV/Å.

Strongest force on any atom (hartree/bohr): 0.091
Charge: +1
Molar mass (g mol⁻¹): 124.21
Highest occupied orbital energy (eV): -13.595
Calculated total energy (eV): -27264.900
HOMO-LUMO gap (eV): 8.5
ΔE to the lowest compared entry with this formula, charge and spin (eV): 3.158

These are the Mulliken partial charges, in e, on atoms 1 to 4: atom 1 (C): 0.3852, atom 2 (N): -0.4269, atom 3 (N): 0.0651, atom 4 (N): -0.2386

[4]
Here is C11H18BBr2NO2 in the gas phase in a non-equilibrium geometry from the OMol25 dataset. Energies are from wB97M-V/def2-TZVPD.

```
35
Properties=species:S:1:pos:R:3:forces:R:3
C 0.744109 -1.355508 2.589304 -0.28 0.19 -0.14
C 0.861187 -0.210411 1.874232 0.01 -0.37 0.10
C 0.480889 -0.061989 0.416893 -1.14 0.48 0.77
B -0.681991 -1.112408 0.062312 -0.13 0.37 -0.02
O -1.918323 -0.576837 -0.216952 0.14 0.06 -0.19
N -0.482426 -2.574096 0.017209 -0.37 0.22 -0.23
C -1.535422 -3.262454 0.786974 -0.11 -0.08 -0.34
C -0.435647 -3.115776 -1.347101 0.17 -0.40 0.24
C 1.637065 -0.359116 -0.597242 -0.09 0.14 -0.22
O 1.542083 0.658784 -1.605721 -0.16 -0.17 0.11
C 0.241581 1.233507 -1.497047 0.11 0.25 -0.41
C 0.120272 1.392522 0.019653 0.29 0.08 -0.54
C 1.094487 2.546898 0.330543 -0.33 0.16 0.39
Br 2.812758 2.256635 1.075008 0.10 -0.01 -0.17
C 0.723542 3.795560 0.036658 -0.06 -0.02 0.16
C -0.608816 4.185073 -0.553496 0.39 -0.01 0.04
Br 1.862970 5.285619 0.315688 0.01 0.02 -0.05
H -0.203728 -1.882183 2.643470 0.52 -1.05 -1.22
H 1.578903 -1.781780 3.137414 -0.45 0.88 1.37
H 1.222916 0.674055 2.388546 1.49 -0.35 -0.51
H -2.486513 -1.183562 -0.705769 -0.15 -0.08 0.32
H -1.115903 -4.088677 1.363583 0.02 0.06 0.07
H -2.298696 -3.686191 0.120621 -0.03 0.02 0.04
H -2.069019 -2.580521 1.449798 0.15 -0.05 0.19
H 0.535677 -2.960645 -1.813641 -0.07 0.21 -0.09
H -1.237638 -2.734842 -1.999126 0.08 0.04 -0.07
H -0.569915 -4.197778 -1.295564 0.03 0.00 0.00
H 1.495035 -1.303023 -1.123003 0.15 -0.25 0.39
H 2.618930 -0.325806 -0.129997 0.04 0.00 -0.10
H -0.534751 0.607358 -1.951601 0.04 -0.22 0.24
H 0.245379 2.157544 -2.069451 0.15 0.09 0.12
H -0.850688 1.685769 0.413092 -0.15 -0.21 -0.22
H -0.813004 5.229248 -0.333942 -0.14 -0.05 0.10
H -1.402070 3.552945 -0.160714 -0.11 0.07 -0.09
H -0.573235 4.092085 -1.640631 -0.11 -0.04 -0.01
```
Forces are in eV/Å.

Strongest force on any atom (hartree/bohr): 0.033
Charge: 0
Molar mass (g mol⁻¹): 366.89
Highest occupied orbital energy (eV): -7.970
Calculated total energy (eV): -158043.303
HOMO-LUMO gap (eV): 8.3

These are the Mulliken partial charges, in e, on atoms 1 to 4: atom 1 (C): -0.9285, atom 2 (C): -0.9429, atom 3 (C): 0.8823, atom 4 (B): 0.8638